Entry 1:
{"formula": "C9H4N4O4ReSbSe4", "method": "wB97M-V/def2-TZVPD", "species": ["Re", "Se", "Sb", "Se", "Se", "Se", "O", "C", "O", "C", "C", "C", "C", "C", "C", "N", "O", "O", "H", "H", "H", "H", "N", "C", "N", "C", "N"], "coordinates": [[-0.06, -0.03, 0.95], [4.17, 3.82, 1.90], [2.61, 3.55, 0.28], [2.11, 0.43, 0.70], [-1.16, 1.68, 0.17], [1.15, 3.90, -1.43], [-0.93, -1.89, 1.14], [-0.78, -2.17, -0.12], [-0.19, -1.20, -0.73], [-1.20, -3.39, -0.74], [-1.00, -3.56, -2.11], [-1.43, -4.72, -2.72], [-2.04, -5.68, -1.93], [-2.25, -5.54, -0.57], [-1.83, -4.37, 0.04], [-2.51, -6.93, -2.58], [-3.03, -7.75, -1.87], [-2.26, -7.05, -3.76], [-0.52, -2.78, -2.69], [-1.30, -4.91, -3.77], [-2.74, -6.32, -0.01], [-1.98, -4.22, 1.10], [-1.79, -2.13, 6.89], [-1.44, -1.60, 5.93], [-1.04, -1.00, 4.83], [-0.70, -0.52, 3.82], [-0.32, 0.03, 2.79]], "e_lumo_ev": -9.7, "charge": 2, "de_lowest_kj_mol": 76.01, "total_energy_ha": -10788.8367, "multiplicity": 1}

***

Entry 2:
{"formula": "C9H56BN3O24S", "method": "wB97M-V/def2-TZVPD", "species": ["C", "N", "C", "B", "O", "C", "C", "C", "N", "C", "S", "O", "O", "O", "C", "C", "N", "C", "O", "H", "H", "H", "H", "H", "H", "H", "H", "H", "H", "H", "H", "H", "H", "H", "H", "H", "H", "O", "H", "H", "O", "H", "H", "O", "H", "H", "O", "H", "H", "O", "H", "H", "O", "H", "H", "O", "H", "H", "O", "H", "H", "O", "H", "H", "O", "H", "H", "O", "H", "H", "O", "H", "H", "O", "H", "H", "O", "H", "H", "O", "H", "H", "O", "H", "H", "O", "H", "H", "O", "H", "H", "O", "H", "H"], "coordinates": [[-3.21, -2.75, -1.36], [-1.99, -2.37, -2.14], [-2.13, -2.99, -3.51], [-1.91, -0.87, -2.34], [-3.23, -0.19, -2.39], [-0.49, -0.10, -2.50], [-0.22, 0.43, -4.03], [-1.43, 1.30, -4.64], [-0.81, 2.57, -5.20], [0.67, -1.24, -2.25], [0.96, -1.63, -0.47], [0.16, -2.85, -0.05], [2.43, -2.04, -0.36], [0.77, -0.33, 0.58], [-0.34, 0.55, 0.14], [-0.20, 1.05, -1.39], [-0.94, 2.35, -1.67], [-2.07, 2.40, -0.98], [-2.96, 2.35, -0.10], [-3.13, -3.87, -1.08], [-4.19, -2.62, -1.96], [-3.31, -2.19, -0.35], [-3.11, -3.61, -3.60], [-1.19, -3.62, -3.75], [-2.25, -2.13, -4.28], [-3.43, 0.01, -1.44], [0.81, 0.93, -4.07], [-0.17, -0.55, -4.67], [-1.90, 0.73, -5.54], [-2.21, 1.65, -3.88], [-0.15, 2.87, -4.45], [-0.21, 2.35, -6.01], [1.65, -0.76, -2.66], [0.50, -2.18, -2.90], [-0.24, 1.49, 0.82], [-1.35, 0.08, 0.41], [0.92, 1.33, -1.52], [0.25, 1.50, 3.23], [0.43, 0.56, 3.12], [0.25, 1.62, 4.19], [2.99, 0.31, -4.71], [3.44, -0.43, -4.29], [3.70, 0.92, -4.94], [-0.06, -0.44, 5.02], [-0.78, -0.93, 4.60], [0.66, -1.08, 5.08], [-2.92, 1.40, 4.34], [-2.20, 1.74, 3.79], [-2.51, 0.68, 4.84], [-0.74, 5.58, -0.89], [-0.78, 5.57, 0.08], [-1.02, 4.69, -1.14], [2.48, 5.37, -0.26], [1.66, 5.87, -0.39], [2.86, 5.77, 0.54], [-0.52, 4.64, 1.82], [-0.38, 3.77, 2.23], [0.25, 5.15, 2.07], [0.32, -5.53, 0.90], [1.01, -5.84, 0.31], [0.01, -4.71, 0.50], [3.80, 0.08, 1.89], [3.08, -0.41, 1.47], [4.52, -0.57, 1.95], [5.11, 3.98, -0.68], [4.28, 4.48, -0.81], [5.49, 4.38, 0.11], [-3.71, 6.43, -1.60], [-3.57, 5.58, -1.18], [-2.94, 6.95, -1.34], [6.66, -1.20, 2.49], [7.11, -1.94, 2.91], [7.37, -0.59, 2.26], [2.07, -2.62, 5.47], [2.21, -3.48, 5.88], [2.85, -2.11, 5.72], [3.90, -4.67, 4.51], [4.16, -4.07, 3.80], [3.46, -5.40, 4.06], [-1.12, -2.85, 2.64], [-0.41, -2.51, 2.09], [-0.71, -3.57, 3.15], [-4.55, 2.36, -3.40], [-4.37, 1.42, -3.52], [-4.54, 2.49, -2.44], [1.26, -2.59, 8.03], [0.89, -2.16, 7.24], [0.58, -3.22, 8.29], [3.08, -7.61, 3.85], [3.81, -8.23, 3.71], [2.68, -7.89, 4.68], [-7.06, 2.35, -5.54], [-6.36, 2.27, -4.88], [-7.56, 3.13, -5.26]], "e_lumo_ev": -0.8, "total_energy_ha": -2769.4409, "multiplicity": 1}

***

Entry 3:
{"formula": "C9H5ClN4O", "method": "wB97M-V/def2-TZVPD", "species": ["C", "C", "C", "C", "C", "C", "C", "C", "C", "N", "N", "N", "N", "O", "Cl", "H", "H", "H", "H", "H"], "coordinates": [[-1.27, -2.01, -0.53], [1.53, -1.50, -0.29], [0.68, 2.11, -0.14], [-0.33, 1.47, 0.70], [1.22, 0.99, -1.00], [0.40, 0.19, 1.12], [-0.78, -0.76, -0.96], [-2.26, 0.45, 0.30], [0.60, -0.31, -0.38], [-1.55, -3.00, -0.08], [2.40, -2.22, -0.18], [-1.56, 1.59, 0.42], [1.95, 1.15, -2.01], [1.09, 3.21, -0.26], [-3.57, 0.78, -0.75], [1.33, 0.37, 1.54], [-0.17, -0.65, 1.54], [-1.12, -0.28, -1.84], [-2.56, -0.07, 1.21], [2.42, 0.26, -2.30]], "e_lumo_ev": [-2.0, -2.0], "de_lowest_kj_mol": 203.80, "total_energy_ha": -1100.2127, "multiplicity": 1}

***

Entry 4:
{"formula": "C9H5I2NS", "method": "wB97M-V/def2-TZVPD", "species": ["C", "C", "C", "C", "C", "C", "C", "C", "C", "N", "S", "I", "I", "H", "H", "H", "H", "H"], "coordinates": [[0.63, 3.24, 0.22], [-2.39, -1.06, 0.02], [-2.07, -0.05, 0.91], [-1.46, -1.52, -0.90], [-0.78, 0.40, 0.96], [-0.19, -0.97, -0.95], [0.15, 0.02, 0.00], [1.45, 0.60, 0.00], [3.20, -0.86, -0.79], [-0.29, 3.89, 0.04], [1.94, 2.17, 0.31], [4.87, 0.27, -0.18], [2.96, -2.62, 0.34], [-3.35, -1.32, 0.14], [-2.89, 0.26, 1.64], [-1.63, -2.27, -1.73], [-0.51, 1.17, 1.68], [0.37, -1.34, -1.71]], "e_lumo_ev": [-1.8, -1.8], "total_energy_ha": -1394.0395, "multiplicity": 1}

***

Entry 5:
{"formula": "C9H68NO26", "method": "wB97M-V/def2-TZVPD", "species": ["C", "C", "C", "C", "C", "C", "N", "O", "C", "C", "C", "H", "H", "H", "H", "H", "H", "H", "H", "H", "H", "H", "H", "H", "H", "H", "H", "H", "H", "O", "H", "H", "O", "H", "H", "O", "H", "H", "O", "H", "H", "O", "H", "H", "O", "H", "H", "O", "H", "H", "O", "H", "H", "O", "H", "H", "O", "H", "H", "O", "H", "H", "O", "H", "H", "O", "H", "H", "O", "H", "H", "O", "H", "H", "O", "H", "H", "O", "H", "H", "O", "H", "H", "O", "H", "H", "O", "H", "H", "O", "H", "H", "O", "H", "H", "O", "H", "H", "O", "H", "H", "O", "H", "H"], "coordinates": [[1.11, -1.42, 1.46], [0.73, -1.29, -0.08], [-0.78, -1.60, -0.10], [-1.71, -0.58, 0.57], [-1.38, 0.79, 0.02], [0.08, 1.24, -0.08], [0.92, 0.12, -0.57], [2.35, 0.47, -0.90], [0.51, 1.85, 1.32], [0.08, 2.51, -0.97], [1.44, -2.30, -1.08], [2.13, -1.05, 1.57], [1.16, -2.43, 1.87], [0.48, -0.88, 2.17], [-0.98, -2.52, 0.45], [-1.02, -1.73, -1.15], [-1.50, -0.66, 1.64], [-2.77, -0.81, 0.54], [-1.89, 1.52, 0.66], [-1.92, 0.99, -0.90], [0.10, 1.36, 2.21], [0.19, 2.83, 1.67], [1.59, 1.89, 1.39], [1.08, 2.89, -1.15], [-0.35, 3.33, -0.39], [-0.48, 2.36, -1.89], [1.07, -1.98, -2.05], [0.97, -3.28, -0.94], [2.53, -2.31, -1.05], [-0.21, -4.36, 3.78], [-0.69, -3.85, 3.13], [0.48, -4.80, 3.28], [-5.57, 0.23, 2.00], [-5.18, 0.85, 1.38], [-4.83, -0.14, 2.48], [2.06, -2.73, 4.57], [1.68, -3.06, 3.76], [1.57, -3.17, 5.26], [-3.49, -3.91, -0.65], [-3.29, -3.40, -1.43], [-4.21, -3.42, -0.23], [2.86, 4.01, 0.89], [2.42, 4.64, 0.31], [2.33, 3.21, 0.83], [2.05, -0.45, -3.78], [1.73, -0.26, -2.89], [2.99, -0.59, -3.67], [-1.75, 0.49, 4.93], [-0.98, 0.16, 5.39], [-1.41, 1.17, 4.35], [-0.69, -4.38, -2.98], [-1.27, -5.05, -3.35], [-0.63, -4.61, -2.05], [4.75, -3.53, 2.82], [4.20, -2.75, 2.86], [4.91, -3.66, 1.89], [-0.44, 5.39, -2.42], [-0.33, 5.79, -3.29], [-1.25, 5.77, -2.08], [2.20, 2.27, -3.43], [1.81, 1.49, -3.84], [2.51, 1.96, -2.58], [-1.37, 0.13, -3.36], [-0.59, -0.18, -3.82], [-1.03, 0.56, -2.57], [-1.64, 3.26, 4.28], [-1.10, 3.97, 3.91], [-1.91, 3.59, 5.14], [-4.85, -2.25, 0.73], [-4.51, -1.67, 1.41], [-4.94, -1.69, -0.04], [2.22, 4.64, 3.89], [2.76, 5.29, 3.45], [1.94, 4.04, 3.19], [4.56, -1.09, -2.95], [4.57, -0.71, -2.08], [4.71, -2.03, -2.80], [-3.32, -1.97, -2.80], [-3.96, -1.41, -3.23], [-2.57, -1.40, -2.63], [5.21, -0.84, -0.04], [5.75, -0.19, 0.40], [4.31, -0.53, 0.08], [-0.49, 5.38, 2.73], [-0.61, 5.25, 1.79], [-1.09, 6.09, 2.96], [-0.94, 3.35, -4.88], [-1.85, 3.08, -4.97], [-0.90, 3.78, -4.03], [-3.41, -0.94, 3.04], [-2.54, -0.91, 2.65], [-3.29, -0.58, 3.92], [2.30, -3.46, -4.30], [2.32, -3.86, -3.43], [2.44, -2.53, -4.14], [-0.31, -2.32, -4.79], [0.31, -1.75, -4.34], [-0.51, -3.01, -4.16], [-2.58, -4.30, 1.91], [-1.98, -5.05, 1.89], [-2.93, -4.25, 1.02], [1.46, 5.84, -0.53], [1.74, 6.24, -1.36], [0.51, 5.78, -0.60]], "e_lumo_ev": 1.2, "charge": -1, "de_lowest_kj_mol": 320.78, "total_energy_ha": -2394.6738, "multiplicity": 1}

***

Entry 6:
{"formula": "C9H6BNO2", "method": "wB97M-V/def2-TZVPD", "species": ["B", "C", "C", "C", "C", "C", "C", "C", "C", "C", "N", "O", "O", "H", "H", "H", "H", "H", "H"], "coordinates": [[0.36, 1.35, 0.35], [0.57, 2.73, 0.72], [-3.22, -1.06, -0.52], [3.64, -0.15, -0.33], [-1.92, -0.60, -0.84], [2.83, 0.86, 0.16], [-3.65, -0.31, 0.53], [2.75, -1.17, -0.75], [-1.65, 0.39, 0.01], [1.52, 0.46, -0.03], [0.86, 3.85, 0.84], [-2.68, 0.58, 0.83], [1.51, -0.73, -0.60], [-3.65, -1.87, -1.07], [4.67, -0.03, -0.44], [-1.24, -0.89, -1.72], [3.13, 1.89, 0.30], [-4.55, -0.21, 1.07], [2.75, -2.11, -1.26]], "e_lumo_ev": -1.3, "de_lowest_kj_mol": 149.37, "total_energy_ha": -576.4956, "multiplicity": 1}

***

Entry 7:
{"formula": "C9H6Br3CrO2S3", "method": "wB97M-V/def2-TZVPD", "species": ["Cr", "S", "C", "S", "S", "Br", "C", "Br", "H", "H", "Br", "C", "C", "C", "C", "C", "C", "C", "O", "O", "H", "H", "H", "H"], "coordinates": [[-2.28, 0.36, 0.37], [-3.81, -2.48, 3.51], [-3.29, -1.40, 2.37], [-1.98, -0.29, 2.61], [-3.97, -1.24, 0.78], [-2.67, 0.58, -2.26], [-3.75, 2.06, -2.56], [-3.56, 2.36, 0.76], [-4.81, 1.91, -2.41], [-3.29, 3.02, -2.40], [1.27, -2.67, -1.67], [2.18, -1.33, -0.69], [3.57, -1.46, -0.64], [4.33, -0.51, 0.03], [3.71, 0.57, 0.64], [2.33, 0.69, 0.58], [1.54, -0.26, -0.08], [0.06, -0.02, -0.04], [-0.78, -0.96, -0.19], [-0.37, 1.15, 0.19], [4.04, -2.30, -1.13], [5.41, -0.62, 0.06], [4.30, 1.31, 1.17], [1.82, 1.52, 1.04]], "e_lumo_ev": [2.5, 1.7], "charge": -1, "total_energy_ha": -10458.2691, "s2": 6.122, "multiplicity": 5}

***

Entry 8:
{"formula": "C9H6N2O4", "method": "wB97M-V/def2-TZVPD", "species": ["C", "C", "C", "C", "C", "C", "C", "C", "C", "N", "N", "O", "O", "O", "O", "H", "H", "H", "H", "H", "H"], "coordinates": [[-1.38, -2.14, 1.10], [-0.57, -1.58, 2.03], [-1.28, -1.81, -0.19], [0.28, -0.51, 1.67], [-0.56, -0.68, -0.52], [0.36, -0.07, 0.37], [-0.35, -0.43, -2.01], [0.37, 0.50, -2.45], [0.89, 1.16, 0.03], [2.21, 1.60, 0.07], [-0.16, 2.17, -0.14], [2.53, 2.65, -0.38], [3.03, 0.81, 0.64], [0.13, 3.22, -0.69], [-1.27, 1.79, 0.20], [-2.06, -3.00, 1.19], [-0.48, -1.94, 3.03], [-2.05, -2.21, -0.87], [0.72, 0.02, 2.46], [-1.26, -0.77, -2.47], [0.93, 1.23, -3.09]], "e_lumo_ev": [-0.6, -3.4], "total_energy_ha": -756.5985, "s2": 2.031, "multiplicity": 3}

***

Q: What is the formula in the fourth record?
A: C9H5I2NS

***

What did the first record say?
{"formula": "C9H4N4O4ReSbSe4", "method": "wB97M-V/def2-TZVPD", "species": ["Re", "Se", "Sb", "Se", "Se", "Se", "O", "C", "O", "C", "C", "C", "C", "C", "C", "N", "O", "O", "H", "H", "H", "H", "N", "C", "N", "C", "N"], "coordinates": [[-0.06, -0.03, 0.95], [4.17, 3.82, 1.90], [2.61, 3.55, 0.28], [2.11, 0.43, 0.70], [-1.16, 1.68, 0.17], [1.15, 3.90, -1.43], [-0.93, -1.89, 1.14], [-0.78, -2.17, -0.12], [-0.19, -1.20, -0.73], [-1.20, -3.39, -0.74], [-1.00, -3.56, -2.11], [-1.43, -4.72, -2.72], [-2.04, -5.68, -1.93], [-2.25, -5.54, -0.57], [-1.83, -4.37, 0.04], [-2.51, -6.93, -2.58], [-3.03, -7.75, -1.87], [-2.26, -7.05, -3.76], [-0.52, -2.78, -2.69], [-1.30, -4.91, -3.77], [-2.74, -6.32, -0.01], [-1.98, -4.22, 1.10], [-1.79, -2.13, 6.89], [-1.44, -1.60, 5.93], [-1.04, -1.00, 4.83], [-0.70, -0.52, 3.82], [-0.32, 0.03, 2.79]], "e_lumo_ev": -9.7, "charge": 2, "de_lowest_kj_mol": 76.01, "total_energy_ha": -10788.8367, "multiplicity": 1}